[1]
This record from the OMol25 dataset describes C24H25BrI2NO5SiTi as an isolated structure. The level of theory is ωB97M-V/def2-TZVPD.

Element x y z (Å)
Ti  0.154  -0.127  -0.250
Br  -3.483  0.084  0.770
C  -2.204  -0.313  2.084
C  -2.648  -0.456  3.391
C  -1.724  -0.683  4.387
C  -0.382  -0.763  4.064
C  -0.028  -0.610  2.743
N  -0.916  -0.398  1.759
C  1.410  -0.647  2.303
O  2.288  -0.945  3.075
O  1.556  -0.362  1.035
H  -3.703  -0.364  3.601
H  -2.050  -0.779  5.415
H  0.397  -0.926  4.794
I  -0.485  2.403  0.303
I  -1.345  5.975  1.160
C  2.017  0.022  -3.724
C  1.309  -0.025  -2.414
O  1.708  -0.773  -1.477
O  0.295  0.689  -2.171
H  1.940  -0.962  -4.190
H  3.071  0.237  -3.555
H  1.570  0.776  -4.365
C  -2.908  -4.990  -2.012
C  -2.741  -3.620  -1.351
C  -3.719  -2.643  -2.018
C  -3.067  -3.746  0.142
Si  -0.981  -2.951  -1.528
O  -0.932  -1.473  -0.788
C  0.255  -4.124  -0.744
C  0.422  -5.436  -1.206
C  1.323  -6.305  -0.609
C  2.089  -5.880  0.469
C  1.951  -4.583  0.938
C  1.045  -3.723  0.333
C  -0.546  -2.654  -3.332
C  -1.099  -1.543  -3.979
C  -0.792  -1.250  -5.300
C  0.086  -2.063  -6.004
C  0.665  -3.156  -5.376
C  0.356  -3.440  -4.052
H  -3.966  -5.275  -1.998
H  -2.356  -5.767  -1.481
H  -2.583  -4.984  -3.057
H  -4.750  -2.964  -1.826
H  -3.578  -2.614  -3.100
H  -3.607  -1.631  -1.632
H  -4.091  -4.111  0.274
H  -2.992  -2.785  0.650
H  -2.393  -4.447  0.641
H  -0.157  -5.794  -2.050
H  1.430  -7.313  -0.988
H  2.795  -6.556  0.934
H  2.549  -4.230  1.768
H  0.977  -2.711  0.706
H  -1.754  -0.873  -3.432
H  -1.226  -0.379  -5.773
H  0.333  -1.833  -7.033
H  1.368  -3.781  -5.912
H  0.845  -4.279  -3.570

Relative energy (zero: lowest compared OMol25 entry of this formula, charge and spin) = 14.08 kcal/mol
Orbital gap = 4.82 eV
Charge = -1
LUMO energy = 1.409 eV



[2]
This record from the OMol25 dataset describes C24H25F32NO6Si as an isolated structure in a non-equilibrium geometry. The level of theory is ωB97M-V/def2-TZVPD.

Element x y z (Å)
C  2.963  3.566  -3.513
C  2.360  2.391  -2.745
O  3.339  1.390  -2.489
C  1.155  1.747  -3.444
Si  -0.467  2.503  -2.901
O  -0.645  4.057  -3.625
C  -0.119  4.999  -2.966
N  0.388  5.880  -2.370
H  3.854  3.249  -4.025
H  3.260  4.320  -2.808
H  2.248  3.983  -4.200
H  2.019  2.760  -1.787
H  3.429  0.844  -3.277
H  1.191  1.835  -4.525
H  1.114  0.699  -3.176
H  -1.571  1.694  -3.422
H  -0.616  2.585  -1.439
C  -3.062  -2.704  -2.108
C  -2.948  -1.282  -2.681
C  -3.648  -0.991  -4.012
F  -3.173  -1.757  -5.013
F  -3.440  0.304  -4.349
F  -1.641  -0.924  -2.729
F  -3.551  -0.469  -1.770
O  -1.991  -3.611  -2.294
C  -1.870  -4.403  -3.413
C  -0.616  -4.067  -4.225
F  -0.596  -2.766  -4.578
F  -0.614  -4.814  -5.354
F  -2.987  -4.386  -4.169
F  -1.708  -5.670  -2.978
H  -3.068  -2.556  -1.029
H  -4.024  -3.158  -2.347
H  -4.726  -1.150  -3.914
H  0.277  -4.289  -3.639
C  3.145  -1.553  -0.514
C  3.349  -1.637  1.002
C  3.850  -2.950  1.603
F  3.013  -3.976  1.356
F  3.938  -2.804  2.949
F  2.204  -1.247  1.607
F  4.296  -0.707  1.308
O  1.835  -1.731  -1.038
C  1.308  -2.961  -1.334
C  0.074  -3.286  -0.487
F  0.352  -3.217  0.830
F  -0.334  -4.542  -0.772
F  2.232  -3.940  -1.288
F  0.872  -2.896  -2.617
H  3.366  -0.514  -0.763
H  3.876  -2.145  -1.066
H  4.844  -3.192  1.216
H  -0.730  -2.581  -0.715
C  -1.533  -0.780  3.017
C  -1.470  -0.852  4.551
C  -0.757  -2.045  5.189
F  -1.337  -3.217  4.864
F  -0.815  -1.913  6.536
F  -2.711  -0.714  5.066
F  -0.755  0.242  4.950
O  -2.717  -1.216  2.361
C  -2.935  -2.527  2.021
C  -4.138  -3.128  2.754
F  -4.001  -3.027  4.088
F  -4.234  -4.440  2.432
F  -1.828  -3.283  2.156
F  -3.256  -2.539  0.703
H  -1.507  0.278  2.788
H  -0.639  -1.200  2.555
H  0.295  -2.066  4.888
H  -5.053  -2.613  2.453
C  0.284  3.710  3.672
C  0.641  2.917  2.406
C  2.110  2.758  2.020
F  2.725  3.928  1.763
F  2.124  2.002  0.898
F  -0.072  3.383  1.360
F  0.231  1.628  2.614
O  -0.128  5.057  3.532
C  0.770  6.100  3.484
C  0.746  6.826  2.135
F  0.978  5.972  1.121
F  1.715  7.769  2.133
F  2.016  5.712  3.827
F  0.370  7.000  4.407
H  -0.606  3.216  4.060
H  1.043  3.597  4.446
H  2.663  2.230  2.801
H  -0.226  7.301  1.984

Orbital gap = 10.77 eV
Charge = 0
LUMO energy = 0.366 eV



[3]
This record from the OMol25 dataset describes a 2-piece molecular cluster, C24H25FN2O4 overall in a non-equilibrium geometry. The level of theory is ωB97M-V/def2-TZVPD.

Element x y z (Å)
C  2.051  2.149  -3.102
N  0.830  1.408  -2.789
C  -0.297  1.975  -2.336
O  -0.381  3.185  -2.156
C  -1.493  1.035  -2.076
C  -2.314  0.719  -3.339
C  -1.517  0.042  -4.438
C  -0.843  0.815  -5.403
C  -0.065  0.188  -6.392
C  0.027  -1.213  -6.431
C  -0.655  -1.989  -5.477
C  -1.422  -1.362  -4.478
N  -2.353  1.403  -0.934
C  -3.183  2.432  -0.738
C  -3.597  3.370  -1.854
O  -3.675  2.584  0.369
H  1.799  3.065  -3.641
H  2.565  2.421  -2.178
H  2.711  1.543  -3.723
H  0.816  0.419  -2.986
H  -1.041  0.085  -1.795
H  -3.150  0.073  -3.065
H  -2.725  1.641  -3.746
H  -0.913  1.894  -5.380
H  0.456  0.785  -7.128
H  0.617  -1.696  -7.197
H  -0.589  -3.067  -5.511
H  -1.941  -1.963  -3.744
H  -2.215  0.875  -0.088
H  -4.155  4.199  -1.422
H  -4.239  2.838  -2.550
H  -2.729  3.768  -2.367
O  0.404  0.185  6.044
C  1.097  -0.953  6.364
C  1.918  -0.958  7.496
C  2.619  -2.109  7.862
F  3.402  -2.104  8.964
C  2.499  -3.265  7.089
C  1.684  -3.269  5.951
C  0.989  -2.115  5.574
O  0.193  -2.169  4.457
C  0.634  -1.545  3.310
C  -0.281  -1.453  2.256
C  0.072  -0.860  1.040
C  1.359  -0.344  0.862
C  2.290  -0.432  1.901
C  1.932  -1.030  3.115
H  0.505  0.856  6.735
H  2.019  -0.072  8.111
H  3.040  -4.161  7.379
H  1.585  -4.164  5.345
H  -1.279  -1.854  2.401
H  -0.660  -0.808  0.243
H  1.637  0.126  -0.076
H  3.292  -0.033  1.768
H  2.672  -1.089  3.905

Relative energy (zero: lowest compared OMol25 entry of this formula, charge and spin) = 0.00 kcal/mol
SMILES = CNC(=O)[C@H](Cc1ccccc1)NC(C)=O.Oc1cc(F)ccc1Oc1ccccc1
Orbital gap = 9.22 eV
Charge = 0
LUMO energy = 0.509 eV



[4]
This record from the OMol25 dataset describes C24H25IN2O5RuSSi as an isolated structure. The level of theory is ωB97M-V/def2-TZVPD.

Element x y z (Å)
Ru  0.885  -0.741  1.071
C  0.953  2.765  -2.052
C  0.171  1.539  -2.399
N  -0.281  1.390  -3.615
C  -0.973  0.268  -3.927
C  -1.309  -0.688  -3.014
C  -2.073  -1.905  -3.452
O  -1.427  -3.125  -3.095
C  -0.861  -0.542  -1.672
C  -1.373  -1.433  -0.673
N  -0.912  -1.574  0.526
C  -1.681  -2.308  1.467
C  -3.074  -2.339  1.397
C  -3.820  -3.076  2.302
C  -3.188  -3.785  3.311
C  -1.807  -3.723  3.427
C  -1.069  -2.978  2.525
I  0.986  -2.775  2.788
C  -0.023  0.550  -1.362
O  0.561  0.766  -0.238
H  0.998  3.421  -2.918
H  1.962  2.491  -1.739
H  0.497  3.287  -1.208
H  -1.263  0.160  -4.967
H  -2.220  -1.854  -4.535
H  -3.066  -1.946  -2.994
H  -0.477  -2.959  -3.042
H  -2.245  -2.019  -0.949
H  -3.573  -1.743  0.645
H  -4.899  -3.077  2.229
H  -3.765  -4.355  4.027
H  -1.305  -4.239  4.234
O  4.622  1.023  1.524
C  3.637  0.517  1.000
O  2.620  0.106  1.680
C  3.633  0.405  -0.524
C  4.396  1.359  -1.194
C  4.493  1.380  -2.576
C  3.831  0.411  -3.318
C  3.092  -0.562  -2.668
C  2.978  -0.583  -1.275
S  2.059  -1.901  -0.542
H  4.916  2.088  -0.587
H  5.078  2.147  -3.069
H  3.883  0.414  -4.400
H  2.575  -1.326  -3.238
C  -1.300  2.039  4.332
Si  -0.660  1.725  2.588
C  0.688  2.971  2.220
C  -2.111  2.012  1.415
O  -0.153  0.192  2.513
H  -1.685  3.057  4.444
H  -0.498  1.898  5.060
H  -2.104  1.340  4.578
H  0.319  4.000  2.275
H  1.089  2.790  1.222
H  1.516  2.861  2.925
H  -2.521  3.023  1.499
H  -2.918  1.306  1.636
H  -1.801  1.859  0.379

Relative energy (zero: lowest compared OMol25 entry of this formula, charge and spin) = 0.00 kcal/mol
⟨S²⟩ = 0.756
Orbital gap (alpha / beta) = 6.64 / 6.92 eV
Charge = -1
Spin multiplicity = 2
LUMO energy (alpha / beta) = 1.964 / 1.918 eV



[5]
This record from the OMol25 dataset describes C24H25N3O3Pb as an isolated structure in a non-equilibrium geometry. The level of theory is ωB97M-V/def2-TZVPD.

Element x y z (Å)
C  -0.798  -2.199  -5.128
C  -1.533  -1.128  -5.413
H  -1.145  -2.905  -4.378
H  0.317  -2.168  -5.094
C  -1.898  0.157  -4.953
C  -1.843  0.858  -3.739
H  -2.284  0.508  -2.795
H  -1.760  1.960  -3.886
C  -1.925  -1.650  -6.793
H  -1.557  -2.705  -6.879
H  -1.391  -1.010  -7.533
H  -3.031  -1.636  -6.732
C  -2.471  0.984  -6.144
H  -3.455  0.662  -6.496
H  -1.818  0.951  -7.009
H  -2.531  2.033  -5.916
Pb  -0.671  0.109  1.379
O  1.570  -0.800  0.470
C  1.871  -0.489  -0.732
O  0.878  1.725  0.859
C  1.681  1.784  -0.107
O  2.257  2.938  -0.370
N  2.038  0.838  -1.042
C  2.980  2.836  -1.655
C  2.400  1.553  -2.275
H  4.059  2.729  -1.452
H  2.814  3.783  -2.198
H  3.082  1.058  -2.960
H  1.494  1.876  -2.837
C  2.054  -1.504  -1.646
C  1.347  -2.591  -1.308
H  2.539  -1.387  -2.650
H  0.395  -2.191  -1.857
H  1.227  -3.463  -2.014
C  1.698  -2.876  4.109
C  1.219  -2.131  3.040
N  0.430  -1.052  3.215
C  0.119  -0.635  4.473
C  0.555  -1.363  5.612
C  1.356  -2.502  5.396
C  0.153  -0.906  6.906
C  -0.606  0.227  7.064
C  -1.018  1.017  5.944
C  -1.755  2.213  6.051
C  -2.087  2.927  4.911
C  -1.709  2.435  3.663
N  -1.023  1.280  3.536
C  -0.659  0.576  4.640
H  2.325  -3.743  3.895
H  1.482  -2.367  2.006
H  1.692  -3.067  6.261
H  0.476  -1.493  7.766
H  -0.908  0.564  8.056
H  -2.043  2.551  7.044
H  -2.640  3.866  4.960
H  -1.948  2.966  2.734

Orbital gap (alpha / beta) = 4.09 / 4.00 eV
Charge = +2
LUMO energy (alpha / beta) = -7.479 / -7.494 eV



[6]
This record from the OMol25 dataset describes C24H25N3O3V as an isolated structure in a non-equilibrium geometry. The level of theory is ωB97M-V/def2-TZVPD.

Element x y z (Å)
C  -0.434  -4.931  -2.843
C  -1.614  -5.573  -2.640
H  0.302  -5.432  -3.478
H  -0.173  -3.995  -2.391
C  -2.688  -4.996  -1.858
C  -2.562  -3.747  -1.338
H  -1.602  -3.277  -1.320
H  -3.420  -3.277  -0.865
C  -1.812  -6.946  -3.243
H  -0.978  -7.185  -3.911
H  -2.744  -6.989  -3.823
H  -1.854  -7.734  -2.476
C  -3.947  -5.784  -1.567
H  -3.725  -6.731  -1.052
H  -4.539  -6.023  -2.463
H  -4.585  -5.193  -0.901
V  0.981  1.568  1.020
O  0.235  0.069  0.216
C  -0.716  -0.123  -0.657
O  -0.507  2.643  0.304
C  -1.423  2.234  -0.463
O  -2.331  3.042  -0.932
N  -1.568  0.945  -0.923
C  -3.186  2.278  -1.859
C  -2.661  0.880  -1.899
H  -3.124  2.767  -2.836
H  -4.206  2.306  -1.467
H  -2.271  0.612  -2.887
H  -3.399  0.139  -1.583
C  -0.851  -1.271  -1.470
C  0.213  -2.073  -1.853
H  -1.825  -1.392  -1.940
H  0.961  -2.349  -1.094
H  0.472  -2.163  -2.913
C  4.361  3.846  -0.420
C  3.303  2.932  -0.405
N  2.622  2.667  0.746
C  2.997  3.296  1.905
C  4.053  4.243  1.938
C  4.745  4.502  0.741
C  4.302  4.894  3.190
C  3.536  4.641  4.307
C  2.451  3.702  4.283
C  1.590  3.429  5.362
C  0.544  2.533  5.191
C  0.328  1.920  3.953
N  1.152  2.172  2.896
C  2.209  3.030  3.058
H  4.869  4.040  -1.362
H  2.965  2.388  -1.287
H  5.559  5.224  0.743
H  5.124  5.614  3.234
H  3.734  5.162  5.248
H  1.753  3.937  6.312
H  -0.130  2.304  6.014
H  -0.486  1.223  3.761

⟨S²⟩ = 3.766
Orbital gap (alpha / beta) = 5.17 / 5.23 eV
Charge = +2
Spin multiplicity = 4
LUMO energy (alpha / beta) = -7.439 / -7.374 eV